Run w
Density functional theory data (ωB97M-V/def2-TZVPD) for a 2-piece molecular cluster, C6H13NOS overall.

Calculated values
Frontier orbital gap ... 9.1 eV
Structure (SMILES) ... CC(C)(C)SO.C1=NC1
LUMO ... 0.64 eV
M ... 147.24 g mol⁻¹

```
! wB97M-V def2-TZVPD RIJCOSX def2/J DEFGRID3
* xyz 0 1
H 2.36553 -1.97555 -0.54259
H 2.30190 2.14885 -1.21988
H -1.11507 -2.55060 1.99216
C -0.03390 1.71871 0.29682
C -2.01447 -2.05061 2.32278
C 2.22534 1.20858 -0.67565
S 0.67063 -0.85698 0.26917
H -0.01054 2.72623 -0.11254
N -2.32708 -0.72970 1.67892
C 0.76774 0.77591 -0.58797
H 0.38600 1.74229 1.30000
H -0.83954 0.17088 -1.88410
C 0.14458 0.62299 -1.96731
H 0.76091 -0.01927 -2.59280
H -1.06711 1.38774 0.37550
H 2.64423 1.34776 0.32122
H 0.04496 1.59144 -2.44791
H 2.81856 0.46134 -1.20413
H -3.86419 -2.01190 0.76068
C -3.04581 -1.70339 1.36490
H -2.26328 -2.15132 3.37044
O 1.45061 -1.85338 -0.81771
*
```

Run x
Density functional theory data (ωB97M-V/def2-TZVPD) for a 2-piece molecular cluster, C6H13NOS overall.

Calculated values
Frontier orbital gap ... 9.3 eV
Structure (SMILES) ... [H]/N=C/SO.C=CC(C)C
LUMO ... 0.42 eV
M ... 147.24 g mol⁻¹

```
! wB97M-V def2-TZVPD RIJCOSX def2/J DEFGRID3
* xyz 0 1
H -2.45779 -1.96374 -0.83149
H 0.86217 2.24240 0.30735
H -1.33220 -2.19140 0.38898
H -0.10380 -0.04073 1.32454
C -1.82205 -0.08273 0.04432
H 3.51440 -0.17136 -1.68544
H -3.69152 -0.55006 0.89240
H 3.27849 -2.48734 -1.17966
H -2.48034 -0.23608 2.26297
H -0.77085 -1.46476 -1.10896
C -1.57277 -1.50938 -0.40031
C -2.86922 -0.01729 1.19938
O 3.42281 1.89649 -0.32376
H -2.34704 0.45406 -0.80914
H 2.68616 2.40440 -0.82721
C -0.05741 1.70001 0.11194
H -0.41523 2.39163 -0.71322
N 3.20554 -1.86243 -0.40545
C 3.39359 -0.65528 -0.66468
H -3.25016 1.04822 1.34042
S 3.30926 0.55526 0.56072
C -0.50205 0.54012 0.51632
*
```

Most stable of them? run w.

Run w
Density functional theory data (ωB97M-V/def2-TZVPD) for one molecule with the formula C9H9N3O2.

Calculated values
Frontier orbital gap ... 9.2 eV
Structure (SMILES) ... N#C[C@H](NCc1ccccc1)[N+](=O)[O-]
LUMO ... -0.44 eV
M ... 191.19 g mol⁻¹

```
! wB97M-V def2-TZVPD RIJCOSX def2/J DEFGRID3
* xyz 0 1
H 1.68164 0.68645 0.56349
C 1.20615 -0.13002 0.02014
C -1.48517 2.96788 1.62397
C -0.70281 -1.37863 -0.71392
N -0.30137 1.75878 1.18854
H 3.21671 -1.08367 -0.65647
H -1.74323 0.92544 -0.08979
H 0.31106 2.11854 0.45839
H -2.23107 2.44837 2.07390
C 2.07601 -0.99789 -0.70944
H -1.67984 0.44618 1.54191
N -1.71123 3.59559 0.27822
H 2.21710 -2.82815 -1.76475
C -0.16827 -0.32578 -0.01340
C -1.08518 0.65080 0.66240
H -1.72106 -1.43622 -0.83192
O -0.91789 4.40188 -0.15447
C -0.97086 4.00667 2.48790
C 1.52979 -2.09150 -1.30644
N -0.50077 4.88543 3.06806
O -2.66636 3.15681 -0.28167
C 0.13571 -2.19957 -1.40987
H -0.30889 -3.07738 -1.86603
*
```

Run x
Density functional theory data (ωB97M-V/def2-TZVPD) for a 2-piece molecular cluster, C9H9N3O2 overall.

Calculated values
Frontier orbital gap ... 9.6 eV
Structure (SMILES) ... O=c1cc[nH]c(=O)[nH]1.c1ccncc1
LUMO ... 0.24 eV
M ... 191.19 g mol⁻¹

```
! wB97M-V def2-TZVPD RIJCOSX def2/J DEFGRID3
* xyz 0 1
C 2.44094 2.07469 0.22868
C -3.61412 -0.97320 0.18417
N 2.61187 1.47586 -0.99634
C -2.71721 -0.07747 0.66224
H -4.58278 -1.12289 0.65213
H 1.90634 1.82261 2.35548
C -1.46711 0.04964 0.19515
H -3.09891 0.60365 1.46133
H 1.48938 -1.43865 -0.28030
H 3.25141 1.90122 -1.74821
C 1.50369 0.03260 1.16780
C -3.05150 -1.91919 -0.65204
N 1.63542 -0.41810 -0.20187
H -3.56433 -2.86344 -0.92695
H -0.92691 0.89381 0.63899
C 1.90297 1.40000 1.28879
O 2.77457 -0.43058 -2.16273
H 0.07673 -0.86459 -1.12183
C 2.39764 0.14992 -1.18149
H 2.74090 3.11113 0.29934
N -1.72365 -1.87025 -1.06668
O 1.01132 -0.68967 1.99657
C -0.99665 -0.84711 -0.79224
*
```

Most stable of them? run x.

Run w
Density functional theory data (ωB97M-V/def2-TZVPD) for a 8-piece molecular cluster, C6H26NO8 overall.

Calculated values
Frontier orbital gap ... 9.0 eV
LUMO ... -2.56 eV
M ... 240.27 g mol⁻¹

```
! wB97M-V def2-TZVPD RIJCOSX def2/J DEFGRID3
* xyz 1 1
H 1.82396 -1.37842 1.89999
N 1.71654 0.50158 -1.78667
H 0.95908 2.08901 3.04234
C -0.06326 0.30563 -0.02833
H -2.24381 -0.78578 1.91568
H 3.83236 0.16882 2.07375
H 1.08894 -1.89258 3.11425
H 3.60050 0.57624 -2.38487
H -3.32736 0.59073 1.36525
H 1.07269 -1.70519 -2.75622
H -1.71692 1.52701 -0.31564
H -0.27046 3.69892 -1.43951
H -1.27762 -2.40514 0.09779
C -2.97677 -0.90816 -0.09864
O -1.00731 -2.67926 1.45665
H 0.24145 -0.46180 0.67764
O -0.43610 0.05861 -3.19360
C -1.33083 0.84052 0.51666
H 3.45798 1.47306 -0.87971
H -1.21107 -0.16060 -3.70680
O 0.33132 -1.96929 -2.15613
H 1.82942 3.12130 2.54902
O -1.88214 -1.70397 -0.64727
H 0.47298 -2.04952 -1.23732
O 3.49720 -0.66448 1.59930
H -1.36828 -1.11866 -1.25431
H 0.27795 1.82854 -1.39267
C 0.64785 0.90119 -0.98117
H -3.78381 -1.74760 0.10184
C -2.52579 -0.10798 1.09350
H -3.39448 -0.28267 -0.98582
O 1.03078 -1.49057 2.35760
H 3.36377 -0.40716 0.67797
H -0.84671 3.44153 -0.15091
H -0.26547 -2.18691 1.97453
H 0.30623 -0.13407 -3.86128
C 2.91660 0.84965 -1.59823
O -1.11600 3.48231 -1.01189
O 1.31289 2.41961 2.26703
H -1.02231 1.59976 1.27303
H -1.71399 -3.23421 1.81319
*
```

Run x
Density functional theory data (ωB97M-V/def2-TZVPD) for a 8-piece molecular cluster, C6H26NO8 overall.

Calculated values
Frontier orbital gap ... 9.5 eV
LUMO ... -2.66 eV
M ... 240.27 g mol⁻¹

```
! wB97M-V def2-TZVPD RIJCOSX def2/J DEFGRID3
* xyz 1 1
C -0.17197 -0.19485 0.08688
H 1.00279 -2.07882 0.26287
O -1.03103 0.34159 3.55487
H 0.82889 3.87698 -0.51140
O 2.07208 -1.91023 -2.48157
H 1.21663 0.32603 -3.28661
O -3.13897 0.34175 1.60738
H 1.55262 2.44220 -1.11344
H 4.22971 -0.70322 -0.18650
O -0.40761 2.57902 -1.67657
H -1.11998 0.11457 4.48325
C 0.26922 2.25660 0.76369
H -1.84216 -3.70501 -1.46774
O 1.70219 -1.39526 2.85689
O 3.40858 -1.16924 -0.18012
H 1.66658 -1.40937 1.89280
H -0.81108 2.36664 0.95793
H 2.43203 -2.00531 3.02694
H -1.21063 2.33069 -1.16302
H 0.78966 2.91398 1.47401
C -1.43595 -3.00940 -0.73778
N -0.52460 -2.20264 -1.08977
H -1.10779 0.16780 -0.30999
C 0.59283 0.73971 0.97181
H 1.62174 0.61967 0.62386
H -0.05645 -0.45807 -3.05476
O -3.05234 1.24586 -1.15423
H -0.49790 -0.40178 3.24374
H -3.79738 0.79807 2.15965
H 0.48045 0.51269 2.01950
C 0.68323 2.79465 -0.57077
O 0.47963 0.26232 -2.68079
H -0.18891 1.68353 -2.09980
H -2.98585 0.54854 -0.47433
H -2.44586 0.31178 2.30533
H -3.88241 0.97507 -1.56798
C 0.15431 -1.46926 -0.03646
H 3.02642 -1.40679 -1.04713
H -1.87236 -3.00513 0.26469
H 1.16149 -1.61162 -2.37360
H 2.21015 -2.41372 -3.29177
*
```

Most stable of them? run x.

Run w
Density functional theory data (ωB97M-V/def2-TZVPD) for a 2-piece molecular cluster, CHF2NO2S overall.

Calculated values
Frontier orbital gap (spin up / spin down) ... 7.4 / 7.3 eV
LUMO (spin up / spin down) ... -2.86 / -2.98 eV
M ... 129.09 g mol⁻¹

```
! wB97M-V def2-TZVPD RIJCOSX def2/J DEFGRID3
* xyz 0 1
O 2.71231 -0.14228 1.23560
S 0.22395 -0.34103 0.46569
C -0.14492 0.05538 -1.33471
O -1.09157 -0.36690 -1.90567
H -1.00108 1.01136 1.98416
F -0.59909 -1.80763 0.34943
N -0.73448 0.62432 1.05131
F 0.63488 0.96677 -1.84580
*
```

Run x
Density functional theory data (ωB97M-V/def2-TZVPD) for one molecule with the formula CHF2NO2S.

Calculated values
Frontier orbital gap (spin up / spin down) ... 9.0 / 9.0 eV
Structure (SMILES) ... N=[S@@](=O)(F)C(=O)F
LUMO (spin up / spin down) ... -0.97 / -0.97 eV
M ... 129.09 g mol⁻¹

```
! wB97M-V def2-TZVPD RIJCOSX def2/J DEFGRID3
* xyz 0 1
F -2.26777 -0.03084 0.57398
O 0.09879 1.72287 0.82164
N 1.86326 -0.72818 -0.11125
S 0.23004 0.57749 -0.00481
H 2.59860 -0.10893 0.23480
C -1.19484 -0.66910 0.12496
F -0.21685 1.04686 -1.53946
O -1.11123 -1.81018 -0.09987
*
```

Most stable of them? run x.